Record 1
# C33H59N9O11

A 9-piece molecular cluster, C33H59N9O11 overall at a distorted geometry (ωB97M-V/def2-TZVPD, the Open Molecules 2025 dataset).

```
112
Properties=species:S:1:pos:R:3:lowdin_charge:R:1
H 34.60300 8.59600 -1.27300 0.1410
H 32.94200 11.75200 1.67800 0.0936
H 37.10900 8.41800 2.15100 0.0651
O 35.19900 3.73000 3.06700 0.0592
C 37.97600 3.53700 3.65200 0.0241
H 39.31800 6.64200 5.66000 0.1336
H 42.77900 8.18400 9.22300 0.0610
H 43.26600 6.17900 7.61300 0.0799
H 39.82000 3.16200 4.67300 0.0075
H 39.73100 16.56200 9.32100 0.1492
C 38.87900 14.37500 7.94600 -0.0549
H 42.47400 14.62200 3.47700 0.1143
C 37.51000 8.53200 3.15500 0.0289
C 38.55600 8.75900 5.94800 0.0498
N 42.66000 8.68800 2.05000 -0.1669
O 35.51800 4.81600 1.10900 0.0306
N 35.90200 4.19000 2.13700 -0.3272
C 43.89200 8.06900 2.53000 -0.3008
H 35.49800 12.90700 0.12900 0.0357
H 40.64000 8.77000 2.70700 0.0396
N 41.60000 6.45600 9.12100 -0.1516
H 38.17100 9.09500 -0.44900 0.0604
O 43.94800 7.17800 3.29500 0.0513
C 41.40300 11.14300 7.33300 -0.0528
H 41.75100 10.25900 4.64600 0.1308
H 37.76600 5.21100 0.51600 0.0645
N 42.42800 10.31700 6.77100 -0.2232
H 36.57900 10.61700 3.59900 0.0495
H 38.57000 6.68900 3.20600 -0.0167
H 33.07300 13.27000 0.63600 0.1230
C 36.23100 6.64600 -1.44900 -0.2894
C 37.34200 4.15100 2.37700 -0.1072
C 41.04400 5.71700 10.10900 -0.3902
C 39.46400 3.49200 3.82800 0.0216
C 38.65000 16.63800 8.93400 -0.2463
H 40.96000 7.55900 1.50500 0.0906
N 38.11400 15.49500 8.30700 -0.1619
C 34.98100 12.83900 3.34200 -0.3773
O 38.07100 17.75300 9.12400 -0.0472
H 39.37500 14.40300 7.13400 0.0367
C 33.35200 12.77300 1.64400 -0.0830
H 38.85700 8.87300 7.09300 0.1236
H 42.60300 13.83600 1.28500 0.1370
N 36.38000 7.90300 -1.02100 -0.1995
H 39.61100 14.55500 8.52400 0.0252
H 43.69800 10.07700 0.91500 0.1158
H 41.06400 12.99500 0.51500 0.0484
C 42.10100 9.60600 5.58000 -0.0912
H 42.77000 8.82400 5.25100 0.0635
C 35.83100 13.04700 1.06700 -0.0063
H 42.82300 4.71400 8.45500 0.1253
O 44.08800 10.73200 8.39400 -0.0048
H 36.05600 16.30500 7.88500 0.1361
H 40.92500 11.55400 6.43000 0.0863
H 38.34100 7.90400 -1.54000 0.0797
C 41.73500 7.93600 9.16700 -0.0508
O 37.28400 12.17800 5.75700 0.0561
C 43.67700 10.26000 7.34100 -0.3464
H 36.43400 14.68400 7.34700 0.0092
C 38.82800 7.54100 5.07000 -0.0639
H 37.19700 3.22800 4.48300 0.1324
H 41.56600 7.40100 3.29500 0.0885
N 40.90500 13.48800 2.54400 -0.1822
H 42.26700 13.20600 4.06600 0.0255
H 40.56500 6.19300 11.00500 0.1386
H 36.42900 13.94700 1.31900 0.0970
H 40.88100 14.23600 4.40400 0.0566
C 36.69900 15.32500 8.04600 -0.0542
C 41.43600 13.75100 1.14600 0.0093
C 38.40200 7.48200 3.71000 -0.0824
H 41.85900 10.31400 0.74900 0.0903
O 38.98500 12.42300 1.76200 -0.1047
C 37.27800 9.89300 3.92300 0.1063
C 41.36000 8.06900 2.42700 -0.0510
H 38.31800 13.55200 8.19600 0.0750
H 32.78200 13.37500 2.34900 0.0850
H 35.32300 6.27700 -1.32300 0.0826
H 36.09600 14.79500 8.81600 0.1015
H 41.27300 8.53100 8.28400 0.0709
O 40.74700 4.55300 10.04800 0.0126
C 37.60800 8.63600 -1.21800 -0.0542
H 34.94400 7.93000 0.55900 0.0976
H 42.68200 10.51900 2.09800 -0.0023
C 35.27000 8.56100 -0.30100 -0.0236
H 35.90400 13.20600 3.78400 0.1224
H 35.53800 9.51400 0.02400 0.0454
H 41.79800 5.53000 7.33000 -0.0095
H 38.96900 13.34100 3.64000 0.1702
O 38.02600 11.09800 7.46400 -0.0180
C 42.39900 5.70700 8.04800 0.0025
C 39.82100 4.80100 1.57800 -0.1104
C 40.37700 4.19000 2.69500 -0.0527
H 36.67900 12.36500 1.11600 0.0479
H 41.33100 8.86800 5.86500 0.0641
C 41.63500 13.91900 3.76800 -0.0204
N 37.49800 11.09200 6.26000 -0.3039
H 44.44300 9.40800 6.77600 0.1832
C 38.29400 4.75000 1.33800 0.0507
C 39.65800 12.99300 2.71500 -0.2852
O 37.08600 5.97400 -2.16600 -0.0657
H 44.70000 8.61400 2.34000 0.0862
C 37.83400 10.06300 5.37200 -0.0998
H 37.45600 9.42900 -1.99700 0.1108
H 41.14500 8.32200 10.14900 0.1358
C 42.66900 9.93500 1.33600 -0.0627
N 34.68900 12.88000 2.05900 -0.1669
H 41.43200 4.17600 2.87100 0.0767
H 40.81400 14.54800 0.90900 0.0660
O 34.16400 12.63100 4.25200 -0.0153
H 40.83400 10.58100 7.97900 0.0395
H 40.43900 5.29900 0.57200 0.1741
H 41.76900 12.07400 7.91400 0.1319
```

Values from the calculation:
SMILES: O=[N+]([O-])c1ccccc1.O=[N+]([O-])c1ccccc1.CN(C)C=O.CN(C)C=O.CN(C)C=O.CN(C)C=O.CN(C)C=O.CN(C)C=O.CN(C)C=O
Energy relative to the best compared isomer or geometry (same formula, charge and spin) (kcal/mol): 482.3
Gap between HOMO and LUMO (eV): 6.96

=====

Record 2
# C33H60Br18HgN3O3

C33H60Br18HgN3O3 as an isolated structure at a distorted geometry (ωB97M-V/def2-TZVPD, the Open Molecules 2025 dataset).

```
118
Properties=species:S:1:pos:R:3:lowdin_charge:R:1
H -7.89520 23.00770 16.95548 0.0795
H -2.84125 19.45587 11.53314 0.0851
C -8.04910 21.13898 2.66659 -1.4377
H -6.26220 22.47743 6.09750 0.0643
H -1.21403 25.41844 11.52110 0.1265
C -8.98442 22.57947 14.31679 -0.0828
H -2.22842 26.68597 5.92135 -0.0202
Br -2.77778 24.32593 5.56710 0.5619
H -8.95087 20.14526 12.07179 0.0086
H -8.68647 21.33305 1.80393 -0.0222
C -7.61213 24.16420 9.81277 -0.4178
H -9.60288 26.98433 13.81088 -0.0978
C -10.59854 26.55799 13.93334 -1.6006
H -5.20028 23.54342 7.08388 0.0155
C -7.14910 20.11061 13.36728 -0.4691
C -7.58933 24.41907 11.36538 -0.0515
H -7.91482 21.42858 7.05430 0.0480
C -8.11936 29.01315 10.27833 -1.4645
C -7.87337 20.23023 11.93078 -0.0313
Br -11.20537 25.57586 12.41163 0.6064
H 0.02575 23.37319 10.82476 0.0886
C -9.11535 19.43299 14.92002 -0.1956
H 0.23498 21.50154 12.03114 0.0659
C -8.94899 23.29442 9.67085 -0.1576
Br -12.58961 26.02970 7.40393 0.5215
H -7.79813 21.09254 11.26831 0.0373
H -7.67492 19.44466 11.20166 0.0779
H -0.04215 19.96614 11.07453 0.0930
Br -3.47396 26.69076 3.63159 0.5810
N -6.79551 21.26844 14.25759 -0.0737
C -3.09913 26.22779 5.45226 -1.5921
C -7.89909 21.69846 8.11024 -0.1361
H -7.92320 25.31516 7.88579 0.0640
C -7.92293 21.80304 15.07713 -0.4790
C -6.50889 22.39584 8.31114 -0.5008
H -11.79096 19.21036 13.00454 -0.0419
H -2.50391 19.73721 9.84768 0.1048
H -9.23493 22.71515 10.54879 0.0548
H -0.39832 24.63435 13.94314 0.0881
C -5.81617 19.56008 13.03482 -0.1104
H -9.39223 22.01564 13.47782 0.0321
C -6.19411 23.10688 6.98477 -0.0517
H -0.69825 21.74272 9.44515 0.1169
Br -9.84144 28.67833 9.27176 0.5056
H -4.44187 21.73941 8.50583 0.0643
H -9.56382 18.59288 15.45029 0.1093
H -0.64182 24.21145 9.47153 0.1137
H -9.92392 22.78650 14.82920 0.0062
H -2.64185 24.66235 10.69872 0.0974
H -5.25574 20.01697 12.21919 0.0210
H -8.57548 23.52277 13.95476 0.0620
H -6.71892 24.03531 6.75966 0.0616
H -3.82185 20.59135 10.82835 -0.0014
H -5.84006 18.48849 12.83679 0.0882
O -3.17635 21.56829 13.29429 -0.0491
C -7.91456 25.45921 8.96620 -0.0282
H -8.07724 18.17949 13.47538 0.1150
Br -8.48583 28.80870 12.20082 0.5814
C -3.08090 24.50898 13.28601 -0.0564
Br -12.25059 23.03255 5.86676 0.4971
H -9.69768 21.00276 16.20932 0.0794
C -0.44901 20.69098 11.77964 -0.0052
H -6.82157 21.83035 16.97002 0.0726
Br -13.37150 23.20788 9.01262 0.4833
H -10.00615 21.86741 8.40861 0.1145
Br -10.55384 25.48361 15.60943 0.5564
Br -8.90690 21.53488 4.46752 0.5203
C -7.25437 22.50485 16.23121 -0.0597
H -0.67507 20.04076 12.62475 0.0906
C -12.19084 24.07760 7.59887 -1.4172
H -6.42791 23.18179 16.01483 0.0767
H -7.15668 18.56842 14.93119 0.1180
H -5.44556 20.69876 7.64720 0.1053
C -0.65745 23.72747 13.39678 -0.0301
C -2.02397 23.64039 12.62552 -0.4277
C -1.49976 22.21226 10.01542 -0.1254
C -1.73614 24.49227 11.28085 -0.1277
Br -12.28535 20.82791 14.77157 0.6233
C -2.79305 20.23556 10.77297 -0.0304
H -8.37402 25.15900 11.52305 0.0425
H -11.14717 24.03666 7.91060 -0.0830
O -5.96437 22.32059 13.54699 -0.3167
H -7.67767 23.43155 11.81827 0.0405
Br -7.84109 19.11950 2.64259 0.4722
H -7.37421 28.25747 10.02978 -0.0327
Br -11.76777 27.99495 14.44854 0.5479
Br -4.61018 26.71473 6.61700 0.5476
H -3.80141 24.89256 12.56363 0.0613
H -5.60315 20.84907 9.44765 0.0618
C -0.92028 23.61494 10.34030 -0.1887
H -0.72238 23.04375 14.24318 0.0841
C -7.83386 18.97478 14.17991 -0.1386
Hg -4.81868 22.52106 11.45230 1.2680
C -12.42290 20.09654 12.94598 -1.3923
Br -14.32366 19.46034 12.59014 0.5089
C -9.12187 22.50407 8.37999 -0.1983
H -8.06009 20.22803 16.56667 0.1062
Br -7.58811 30.87168 9.95148 0.5492
H -6.64297 24.80311 11.74620 0.0608
C -1.77033 21.31125 11.27295 -0.4433
H 0.25214 23.31590 12.95933 0.0604
H -9.76491 19.76377 14.10962 0.0346
N -6.47077 23.23593 9.56320 -0.1803
H -9.12959 23.29094 7.62574 0.0992
H -5.17019 19.56753 13.91276 0.0949
N -2.44733 22.22797 12.27991 -0.1076
H -9.75876 24.02381 9.68962 0.0829
C -8.74016 20.64964 15.82650 -0.1205
O -5.23281 24.00141 9.80311 -0.3134
H -2.69758 25.42094 13.74371 0.0992
C -5.46897 21.37452 8.50214 -0.0793
H -2.29321 22.34610 9.28015 0.1003
Br -6.34267 22.05436 2.46685 0.5565
Br -11.53396 21.29400 11.54091 0.5492
H -7.09100 26.16294 9.08712 0.0576
H -8.83936 25.96405 9.24546 0.0301
H -7.85834 20.85307 8.79709 0.1136
H -3.78120 23.98054 13.93287 0.0730
```

Values from the calculation:
2S+1: 2
Expectation value of S²: 0.761
Gap between HOMO and LUMO (spin up / spin down) (eV): 6.00 / 5.85